Density functional theory data (wB97M-V/def2-TZVPD) for a molecular structure, C25H59BiGeO9P3SbSe4Te in a non-equilibrium geometry.

Geometry (Å):
Bi  0.38  -0.79  -0.81
C  6.47  -1.20  1.58
C  5.15  -1.14  2.33
C  5.13  -0.04  3.38
O  4.06  -1.01  1.39
P  3.50  0.20  0.59
O  2.65  -0.40  -0.48
C  2.72  1.42  1.69
P  1.65  2.47  0.64
O  0.91  1.74  -0.40
O  2.64  3.47  -0.08
C  3.00  4.81  0.26
C  1.84  5.77  0.02
C  3.52  4.92  1.69
O  0.76  3.37  1.59
C  -0.61  3.10  1.92
C  -1.49  4.21  1.38
C  -0.69  2.99  3.43
O  4.67  1.06  -0.05
C  5.03  0.85  -1.43
C  6.52  1.10  -1.60
C  4.21  1.79  -2.30
H  7.27  -1.47  2.28
H  6.71  -0.24  1.14
H  6.42  -1.96  0.80
H  4.94  -2.10  2.81
H  5.34  0.92  2.92
H  5.90  -0.25  4.11
H  4.17  -0.03  3.88
H  3.48  2.03  2.16
H  2.14  0.91  2.46
H  3.80  5.03  -0.45
H  1.08  5.65  0.79
H  1.40  5.58  -0.96
H  2.21  6.80  0.04
H  2.74  4.61  2.39
H  3.79  5.95  1.90
H  4.40  4.30  1.82
H  -0.91  2.16  1.45
H  -1.24  5.16  1.84
H  -2.53  3.97  1.58
H  -1.36  4.30  0.30
H  -0.30  3.90  3.88
H  -0.11  2.14  3.79
H  -1.72  2.85  3.75
H  4.78  -0.19  -1.68
H  6.76  2.10  -1.23
H  6.79  1.03  -2.65
H  7.10  0.37  -1.04
H  4.47  2.82  -2.07
H  3.15  1.65  -2.11
H  4.41  1.60  -3.36
Se  2.12  -2.87  3.80
Sb  0.17  -2.80  2.42
Se  -0.10  -0.30  1.57
Se  0.71  -3.21  -0.15
Se  -1.98  -3.69  2.98
C  -6.98  -3.06  0.69
C  -6.68  -1.86  1.58
C  -5.28  -1.90  2.20
C  -4.21  -1.23  1.35
Ge  -3.75  -2.13  -0.38
C  -2.87  -3.90  -0.58
C  -3.86  -5.05  -0.55
C  -3.18  -6.39  -0.80
C  -2.18  -6.74  0.30
H  -7.97  -2.98  0.24
H  -6.93  -3.98  1.27
H  -6.25  -3.13  -0.12
H  -7.43  -1.83  2.38
H  -6.79  -0.94  0.99
H  -4.99  -2.93  2.40
H  -5.30  -1.38  3.16
H  -3.28  -1.21  1.91
H  -4.49  -0.19  1.13
H  -4.69  -1.86  -1.58
H  -2.15  -4.03  0.22
H  -2.32  -3.89  -1.53
H  -4.64  -4.89  -1.31
H  -4.34  -5.08  0.43
H  -2.67  -6.38  -1.77
H  -3.95  -7.16  -0.85
H  -1.30  -6.10  0.25
H  -1.84  -7.77  0.19
H  -2.64  -6.62  1.28
C  -1.77  -1.95  -5.32
C  -2.40  -0.80  -4.56
O  -1.72  -0.63  -3.32
P  -2.49  0.13  -2.09
O  -2.24  -0.90  -0.95
Te  -4.60  1.03  -2.45
O  -1.38  1.23  -1.69
C  -1.40  2.52  -2.26
C  -0.90  2.52  -3.69
H  -2.26  -2.05  -6.29
H  -1.89  -2.88  -4.77
H  -0.71  -1.77  -5.47
H  -3.46  -0.98  -4.36
H  -2.30  0.13  -5.14
H  -0.74  3.11  -1.62
H  -2.43  2.92  -2.21
H  0.03  1.96  -3.78
H  -0.71  3.54  -4.02
H  -1.65  2.08  -4.35

Calculated values
Orbital gap in eV: 7.137
HOMO energy in hartree: -0.271
Energy relative to the best compared isomer or geometry (same formula, charge and spin) in kcal/mol: 21.8
Electronic energy in eV: -410758.5297

These are the Löwdin partial charges, in e, on atoms 1 to 4: Bi 1.133; C -0.036; C -0.438; C -0.047

Density functional theory data (wB97M-V/def2-TZVPD) for 4 unconnected molecules or ions with the total composition C25H59BrN9O8P3 in a non-equilibrium geometry.

Geometry (Å):
O  5.18  -3.63  -4.77
C  4.75  -2.52  -4.84
O  5.48  -1.42  -4.48
C  3.37  -2.19  -5.37
C  2.40  -2.30  -4.19
C  0.96  -2.08  -4.50
C  0.30  -1.25  -5.30
Br  0.96  0.04  -6.48
C  -1.17  -1.45  -5.15
O  -2.09  -0.89  -5.64
O  -1.31  -2.46  -4.21
C  -0.08  -2.89  -3.77
O  0.11  -3.73  -2.96
H  5.72  -1.49  -3.54
H  3.16  -2.95  -6.12
H  3.43  -1.19  -5.80
H  2.69  -1.67  -3.35
H  2.47  -3.33  -3.82
O  1.83  2.77  -1.15
P  1.19  1.88  -0.14
N  1.69  0.32  -0.66
C  1.03  -0.92  -0.30
C  3.14  0.13  -0.63
N  -0.49  2.15  -0.53
C  -1.25  1.15  -1.26
C  -0.75  3.47  -1.09
N  0.84  1.44  1.52
C  -0.42  1.83  2.15
C  1.95  1.91  2.39
H  1.20  -1.22  0.75
H  1.41  -1.73  -0.93
H  -0.04  -0.90  -0.47
H  3.51  -0.05  0.39
H  3.64  1.01  -1.03
H  3.42  -0.73  -1.24
H  -0.76  0.85  -2.20
H  -2.24  1.55  -1.50
H  -1.45  0.27  -0.65
H  -0.51  3.52  -2.16
H  -0.17  4.24  -0.59
H  -1.80  3.72  -0.97
H  -0.64  2.90  2.06
H  -0.36  1.59  3.21
H  -1.25  1.26  1.75
H  1.96  3.01  2.47
H  2.92  1.60  2.00
H  1.86  1.49  3.39
O  3.59  1.88  5.68
P  4.49  2.55  6.65
N  5.86  2.92  5.69
C  7.19  3.19  6.21
C  5.57  3.83  4.59
N  4.83  1.21  7.71
C  6.10  0.52  7.66
C  3.75  0.23  7.77
N  4.78  3.74  7.90
C  4.73  3.37  9.32
C  3.86  4.89  7.71
H  7.27  4.17  6.70
H  7.90  3.17  5.38
H  7.53  2.43  6.91
H  5.48  4.87  4.92
H  4.64  3.55  4.09
H  6.36  3.78  3.84
H  6.36  0.18  6.65
H  6.07  -0.35  8.32
H  6.91  1.14  8.05
H  3.77  -0.46  6.92
H  2.77  0.71  7.78
H  3.84  -0.36  8.69
H  3.81  2.84  9.60
H  4.79  4.28  9.91
H  5.59  2.76  9.60
H  2.82  4.63  7.93
H  3.91  5.25  6.67
H  4.16  5.73  8.35
O  -7.19  -4.79  -3.58
P  -7.27  -3.37  -4.03
N  -7.63  -3.53  -5.69
C  -7.42  -2.49  -6.69
C  -8.91  -4.20  -5.95
N  -5.62  -2.88  -3.79
C  -4.71  -2.73  -4.92
C  -4.93  -3.62  -2.73
N  -7.87  -1.73  -3.83
C  -7.06  -0.71  -3.17
C  -9.20  -1.77  -3.16
H  -8.13  -1.66  -6.61
H  -7.53  -2.93  -7.68
H  -6.42  -2.09  -6.65
H  -9.77  -3.53  -5.78
H  -9.02  -5.07  -5.30
H  -8.95  -4.55  -6.98
H  -4.68  -3.62  -5.56
H  -3.71  -2.53  -4.57
H  -4.97  -1.86  -5.53
H  -4.58  -4.60  -3.07
H  -5.59  -3.78  -1.88
H  -4.07  -3.05  -2.38
H  -6.69  -1.02  -2.19
H  -7.69  0.18  -3.03
H  -6.23  -0.40  -3.79
H  -9.11  -2.07  -2.11
H  -9.86  -2.49  -3.66
H  -9.68  -0.80  -3.21

Calculated values
Orbital gap in eV: 7.044
SMILES: O=C(O)CCC1=C(Br)C(=O)OC1=O.CN(C)P(=O)(N(C)C)N(C)C.CN(C)P(=O)(N(C)C)N(C)C.CN(C)P(=O)(N(C)C)N(C)C
HOMO energy in hartree: -0.300
Electronic energy in eV: -154580.5457

These are the Löwdin partial charges, in e, on atoms 1 to 4: O 0.134; C -0.513; O 0.084; C -0.105

Density functional theory data (wB97M-V/def2-TZVPD) for 5 unconnected molecules or ions with the total composition C25H59N3O13P in a non-equilibrium geometry.

Geometry (Å):
N  2.62  0.76  2.35
C  2.31  -0.33  2.08
O  2.08  -1.56  1.88
N  1.07  -2.08  2.91
P  1.84  -3.24  3.80
N  1.74  -3.14  5.38
H  1.26  -4.46  3.39
H  3.18  -3.26  3.36
H  2.66  -3.04  5.80
C  -0.54  2.38  2.10
O  -1.30  1.38  1.46
C  -1.21  0.12  2.12
C  -2.45  -0.70  1.88
O  -3.59  -0.29  2.63
C  -4.22  0.91  2.23
C  -5.02  0.80  0.94
O  -4.17  0.79  -0.19
C  -4.73  0.13  -1.30
H  0.53  2.16  2.05
H  -0.74  3.32  1.59
H  -0.83  2.49  3.15
H  -1.05  0.25  3.19
H  -0.35  -0.44  1.72
H  -2.24  -1.71  2.23
H  -2.69  -0.76  0.82
H  -3.51  1.74  2.17
H  -4.94  1.14  3.03
H  -5.70  1.66  0.87
H  -5.62  -0.12  0.98
H  -5.01  -0.90  -1.04
H  -3.98  0.10  -2.08
H  -5.62  0.66  -1.67
C  -1.32  0.42  -6.12
O  -0.41  0.12  -5.09
C  0.68  1.03  -5.03
C  1.23  1.14  -3.63
O  0.44  1.92  -2.74
C  -0.79  1.36  -2.29
C  -0.63  0.22  -1.30
O  -0.24  -0.97  -1.98
C  0.45  -1.86  -1.12
H  -0.86  0.28  -7.11
H  -2.16  -0.26  -6.02
H  -1.69  1.45  -6.03
H  0.37  2.02  -5.38
H  1.48  0.66  -5.69
H  2.18  1.68  -3.69
H  1.43  0.15  -3.21
H  -1.42  1.05  -3.13
H  -1.29  2.17  -1.77
H  -1.59  0.05  -0.81
H  0.11  0.50  -0.54
H  1.32  -1.37  -0.66
H  0.80  -2.69  -1.73
H  -0.20  -2.24  -0.33
C  -1.00  4.59  9.83
O  -0.46  3.91  8.73
C  -1.43  3.17  8.00
C  -1.05  3.01  6.55
O  -1.24  4.18  5.76
C  -0.33  5.25  5.93
C  1.04  4.99  5.34
O  1.80  4.14  6.16
C  2.76  3.39  5.44
H  -1.38  3.89  10.59
H  -0.21  5.19  10.27
H  -1.82  5.25  9.52
H  -2.41  3.67  8.06
H  -1.52  2.17  8.45
H  -1.72  2.27  6.12
H  -0.03  2.63  6.46
H  -0.25  5.56  6.98
H  -0.77  6.08  5.37
H  1.57  5.95  5.24
H  0.91  4.56  4.34
H  2.28  2.82  4.64
H  3.22  2.69  6.13
H  3.53  4.05  5.01
C  0.76  -4.75  -3.51
O  0.92  -4.36  -4.86
C  0.98  -2.95  -5.03
C  1.79  -2.59  -6.25
O  3.20  -2.70  -6.08
C  3.76  -4.00  -6.02
C  3.83  -4.70  -7.36
O  2.56  -5.20  -7.75
C  2.44  -5.33  -9.15
H  -0.20  -4.41  -3.11
H  0.80  -5.84  -3.48
H  1.57  -4.35  -2.89
H  1.41  -2.47  -4.15
H  -0.04  -2.57  -5.16
H  1.62  -1.53  -6.44
H  1.45  -3.15  -7.12
H  3.26  -4.62  -5.28
H  4.79  -3.84  -5.69
H  4.53  -5.55  -7.28
H  4.21  -4.00  -8.11
H  2.63  -4.37  -9.65
H  1.41  -5.63  -9.36
H  3.12  -6.09  -9.55

Calculated values
Orbital gap in eV: 6.828
Total charge: -1
HOMO energy in hartree: -0.169
Electronic energy in eV: -67249.7672

These are the Löwdin partial charges, in e, on atoms 1 to 4: N 0.126; C -0.449; O -0.210; N -0.256

Density functional theory data (wB97M-V/def2-TZVPD) for a molecular structure, C25H61AsF9O23S7 in a non-equilibrium geometry.

Geometry (Å):
As  -13.25  4.96  24.58
F  -13.16  6.68  23.92
F  -13.01  5.50  26.26
F  -13.36  3.31  25.27
F  -13.45  4.27  22.91
F  -11.41  4.75  24.44
F  -15.03  5.25  24.72
O  -16.98  8.08  28.84
S  -15.65  8.43  28.32
O  -15.28  9.85  28.21
O  -14.59  7.61  29.32
C  -13.16  7.83  29.26
C  -12.56  6.41  29.46
C  -15.22  7.64  26.70
H  -12.83  8.48  30.07
H  -12.77  8.30  28.36
H  -11.50  6.44  29.20
H  -13.08  5.62  28.92
H  -12.64  6.18  30.52
H  -14.15  7.73  26.47
H  -15.76  7.99  25.82
H  -15.38  6.57  26.87
O  -16.17  2.16  20.84
S  -16.93  1.85  22.05
O  -18.08  2.67  22.45
O  -17.48  0.26  21.90
C  -17.97  -0.07  20.67
C  -19.21  0.68  20.06
C  -15.79  1.57  23.44
H  -18.04  -1.15  20.76
H  -17.24  0.09  19.88
H  -19.60  0.23  19.14
H  -18.94  1.68  19.71
H  -19.94  0.75  20.86
H  -15.28  2.48  23.76
H  -14.99  0.88  23.17
H  -16.35  1.18  24.30
O  -12.68  0.26  27.63
S  -13.93  0.15  26.89
O  -13.94  -0.13  25.44
O  -14.91  -1.00  27.56
C  -14.74  -1.26  28.90
C  -15.91  -2.16  29.52
C  -15.03  1.57  27.29
H  -14.69  -0.37  29.53
H  -13.83  -1.84  29.02
H  -16.10  -3.10  29.00
H  -16.78  -1.53  29.33
H  -15.88  -2.30  30.60
H  -16.06  1.21  27.21
H  -14.65  2.40  26.70
H  -14.85  1.79  28.35
O  -10.22  -0.31  22.14
S  -9.92  0.93  22.82
O  -8.64  1.05  23.53
O  -10.11  2.17  21.73
C  -9.38  3.28  21.94
C  -10.04  4.46  21.31
C  -11.32  1.37  23.97
H  -8.41  3.18  21.45
H  -9.40  3.54  22.99
H  -11.01  4.55  21.79
H  -10.20  4.34  20.24
H  -9.36  5.31  21.40
H  -11.21  2.33  24.48
H  -11.58  0.52  24.60
H  -12.23  1.55  23.40
O  -16.10  3.89  15.66
S  -15.01  3.55  16.58
O  -13.64  3.31  16.06
O  -15.03  4.75  17.76
C  -13.83  4.92  18.52
C  -13.61  3.88  19.60
C  -15.62  2.14  17.64
H  -14.10  5.86  19.01
H  -12.96  5.23  17.95
H  -14.52  3.67  20.17
H  -12.92  4.18  20.38
H  -13.15  3.00  19.15
H  -16.30  2.50  18.41
H  -14.74  1.66  18.06
H  -16.13  1.54  16.88
O  -18.79  7.65  23.20
S  -17.74  8.55  22.74
O  -16.93  9.16  23.79
O  -16.76  7.90  21.58
C  -15.80  7.00  22.04
C  -16.43  5.57  22.03
C  -18.52  9.93  21.77
H  -15.40  7.21  23.03
H  -15.02  7.02  21.28
H  -17.05  5.36  21.16
H  -17.07  5.40  22.89
H  -15.59  4.88  21.96
H  -17.68  10.44  21.31
H  -19.07  10.63  22.40
H  -19.20  9.61  20.97
O  -8.53  8.96  25.81
S  -9.40  8.10  26.61
O  -8.82  7.08  27.44
O  -10.47  9.11  27.52
C  -10.27  10.47  27.48
C  -11.55  10.90  28.23
C  -10.64  7.42  25.43
H  -10.36  10.90  26.48
H  -9.36  10.83  27.97
H  -12.53  10.62  27.84
H  -11.68  11.96  28.46
H  -11.69  10.44  29.21
H  -11.46  6.97  26.00
H  -10.13  6.69  24.82
H  -11.19  8.15  24.82
C  -9.88  3.32  27.24
C  -8.81  3.41  26.14
O  -7.65  4.13  26.54
C  -6.98  4.73  25.55
O  -7.29  4.63  24.31
C  -5.82  5.55  26.09
F  -5.75  6.78  25.45
F  -5.95  5.81  27.41
F  -4.69  4.90  25.96
H  -10.77  2.82  26.88
H  -10.12  4.27  27.71
H  -9.49  2.77  28.09
H  -9.39  3.82  25.31
H  -8.55  2.42  25.77

Calculated values
Orbital gap in eV: 10.454
Total charge: -1
HOMO energy in hartree: -0.326
Energy relative to the best compared isomer or geometry (same formula, charge and spin) in kcal/mol: 70.3
Electronic energy in eV: -235149.7443

These are the Löwdin partial charges, in e, on atoms 1 to 4: As 1.014; F -0.275; F -0.271; F -0.282